The following is a quantum chemistry calculation of a cluster of 2 separate species, C24H26FOSi in total at a distorted geometry, from the OMol25 dataset.

Bonds (Å) are listed after each position.
Cartesian coordinates (Å):
1 C -3.6463 0.6165 -1.4796  Si2 1.874, H14 1.102, H15 1.100, H16 1.100
2 Si -2.8380 -0.8751 -0.6844  C1 1.874, C3 1.863, C4 1.881, C5 1.943
3 C -2.9674 -0.7993 1.1721  Si2 1.863, H17 1.098, H18 1.099, H19 1.100
4 C -3.4752 -2.4708 -1.4490  Si2 1.881, H20 1.100, H21 1.100, H22 1.098
5 C -0.9230 -0.7871 -1.0006  Si2 1.943, C6 1.346, O7 1.389
6 C -0.1787 0.3349 -1.0164  C5 1.346, H23 1.093, H24 1.098
7 O -0.4506 -2.0493 -1.3381  C5 1.389, C8 1.414
8 C 0.3121 -2.1980 -2.5190  O7 1.414, C9 1.392, C13 1.396
9 C 1.6187 -1.7237 -2.5958  C8 1.392, C10 1.400, H25 1.092
10 C 2.3251 -1.9213 -3.7881  C9 1.400, C11 1.397, H26 1.086
11 C 1.7115 -2.5446 -4.8771  C10 1.397, C12 1.395, H27 1.081
12 C 0.4015 -3.0124 -4.7746  C11 1.395, C13 1.391, H28 1.087
13 C -0.2867 -2.8911 -3.5719  C8 1.396, C12 1.391, H29 1.090
14 H -4.7308 0.5783 -1.2903  C1 1.102
15 H -3.2759 1.5724 -1.0804  C1 1.100
16 H -3.5059 0.6326 -2.5709  C1 1.100
17 H -4.0151 -0.8609 1.4959  C3 1.098
18 H -2.4243 -1.6530 1.5998  C3 1.099
19 H -2.5299 0.1161 1.5961  C3 1.100
20 H -4.5427 -2.6066 -1.2230  C4 1.100
21 H -3.3788 -2.5091 -2.5438  C4 1.100
22 H -2.9520 -3.3510 -1.0523  C4 1.098
23 H 0.8846 0.3537 -1.2686  C6 1.093
24 H -0.6856 1.2967 -0.8640  C6 1.098
25 H 2.0480 -1.2038 -1.7371  C9 1.092
26 H 3.3544 -1.5811 -3.8543  C10 1.086
27 H 2.2568 -2.6738 -5.8019  C11 1.081
28 H -0.0955 -3.4849 -5.6180  C12 1.087
29 H -1.2977 -3.2738 -3.4304  C13 1.090
30 F 5.5285 0.7356 1.9040  C31 1.377
31 C 4.4299 0.4481 2.6821  F30 1.377, C32 1.387, C43 1.395
32 C 4.6174 -0.3370 3.8105  C31 1.387, C33 1.404, H44 1.082
33 C 3.4860 -0.6048 4.5976  C32 1.404, C34 1.383, H45 1.089
34 C 2.2465 -0.1121 4.2326  C33 1.383, C35 1.430, H46 1.098
35 C 2.0207 0.6425 3.0392  C34 1.430, C36 1.437, C43 1.434
36 C 0.6803 1.0726 2.7490  C35 1.437, C37 1.429, H47 1.096
37 C 0.1636 2.1338 1.9438  C36 1.429, C38 1.433, C42 1.427
38 C -1.2104 2.4935 2.1310  C37 1.433, C39 1.383, H48 1.094
39 C -1.8591 3.3994 1.3111  C38 1.383, C40 1.404, H49 1.096
40 C -1.1588 4.0359 0.2743  C39 1.404, C41 1.404, H50 1.086
41 C 0.2136 3.7802 0.1265  C40 1.404, C42 1.394, H51 1.092
42 C 0.8794 2.8945 0.9716  C37 1.427, C41 1.394, H52 1.081
43 C 3.1920 0.9402 2.2673  C31 1.395, C35 1.434, H53 1.077
44 H 5.5958 -0.7308 4.0518  C32 1.082
45 H 3.6123 -1.2097 5.4944  C33 1.089
46 H 1.4018 -0.2617 4.9176  C34 1.098
47 H -0.0622 0.6443 3.4326  C36 1.096
48 H -1.7490 2.0601 2.9783  C38 1.094
49 H -2.9247 3.6125 1.4501  C39 1.096
50 H -1.6697 4.7116 -0.4052  C40 1.086
51 H 0.7709 4.2762 -0.6714  C41 1.092
52 H 1.9524 2.7926 0.8929  C42 1.081
53 H 3.1301 1.5523 1.3838  C43 1.077

Properties
Charge ... +1
E_HOMO ... -10.93 eV
Electronic energy ... -1394.43315 Eh
Gap between HOMO and LUMO ... 4.716 eV
ΔE to the lowest compared entry with this formula, charge and spin ... 0.000 eV


The following is a quantum chemistry calculation of the ion C12H15INO with charge +1 at a distorted geometry, from the OMol25 dataset.

Bonds (Å) are listed after each position.
Cartesian coordinates (Å):
1 C -2.1755 -3.4916 1.1274  C2 1.385, C3 1.390, H16 1.119
2 C -2.4949 -3.3195 -0.2095  C1 1.385, C4 1.391, H17 1.020
3 C -1.0880 -2.8712 1.7313  C1 1.390, C5 1.435, H18 1.098
4 C -1.6224 -2.5417 -0.9631  C2 1.391, C6 1.354, H19 1.061
5 C -0.2587 -2.0071 0.9412  C3 1.435, C6 1.410, C7 1.400
6 C -0.6074 -1.8334 -0.4137  C4 1.354, C5 1.410, C8 1.583
7 C 0.8402 -1.4267 1.5854  C5 1.400, O14 1.157
8 C 0.2610 -0.8965 -1.3478  C6 1.583, N13 1.515, H20 1.176, H21 1.086
9 C 1.5638 0.3087 0.2912  C12 1.497, N13 1.468, I15 2.210
10 C 2.2104 2.8000 0.3666  C12 1.478, H22 1.130, H23 1.198, H24 1.088
11 C -0.7442 1.0191 -0.2831  N13 1.453, H25 1.049, H26 1.074, H27 1.102
12 C 1.7880 1.5691 1.0677  C9 1.497, C10 1.478, H28 1.130, H29 1.121
13 N 0.5214 0.4624 -0.7304  C8 1.515, C9 1.468, C11 1.453, H30 1.092
14 O 1.4400 -1.5309 2.5687  C7 1.157
15 I 3.4275 -0.4977 -0.5798  C9 2.210
16 H -2.9756 -3.9718 1.7459  C1 1.119
17 H -3.1972 -3.9395 -0.6118  C2 1.020
18 H -0.7496 -2.9279 2.7741  C3 1.098
19 H -1.8848 -2.3250 -1.9684  C4 1.061
20 H 1.1513 -1.5992 -1.6597  C8 1.176
21 H -0.1680 -0.7512 -2.3349  C8 1.086
22 H 1.7522 2.7424 -0.6643  C10 1.130
23 H 3.3819 3.0192 0.2441  C10 1.198
24 H 1.7589 3.7210 0.7297  C10 1.088
25 H -1.3508 0.4996 -0.9636  C11 1.049
26 H -0.9977 0.5536 0.6514  C11 1.074
27 H -0.5217 2.0982 -0.3082  C11 1.102
28 H 0.8814 1.8743 1.6689  C12 1.130
29 H 2.5452 1.3895 1.8741  C12 1.121
30 H 0.8625 1.0629 -1.5768  N13 1.092

Properties
Charge ... +1
E_HOMO ... -12.02 eV
Electronic energy ... -893.56950 Eh
Gap between HOMO and LUMO ... 7.754 eV


The following is a quantum chemistry calculation of a cluster of 2 separate species, C2H2F3N2 in total at a distorted geometry, from the OMol25 dataset.

Bonds (Å) are listed after each position.
Cartesian coordinates (Å):
1 C -0.7104 -0.5759 1.4200  N4 1.182, H8 1.113
2 C 0.4792 1.8965 -1.1084  F5 1.322, F6 1.252, F7 1.297
3 N -0.0805 -2.5261 0.2223  N4 1.198, H9 0.968
4 N -0.3523 -1.5700 0.8905  C1 1.182, N3 1.198
5 F -0.7941 1.9313 -0.7544  C2 1.322
6 F 1.0262 2.9485 -1.5111  C2 1.252
7 F 1.0012 0.7097 -1.0834  C2 1.297
8 H -1.2020 0.3649 1.7539  C1 1.113
9 H 0.6327 -3.1789 0.1705  N3 0.968

Properties
Charge ... +1
E_HOMO (alpha / beta) ... -12.06 / -12.03 eV
Electronic energy ... -485.98015 Eh
Gap between HOMO and LUMO (alpha / beta) ... 3.611 / 3.535 eV
ΔE to the lowest compared entry with this formula, charge and spin ... 4.884 eV


The following is a quantum chemistry calculation of a cluster of 10 separate species, C11H42N10O13 in total at a distorted geometry, from the OMol25 dataset.

Bonds (Å) are listed after each position.
Cartesian coordinates (Å):
1 N -2.3827 1.2148 -0.8304  C2 1.365, H5 1.016, H6 1.036
2 C -2.4802 2.0759 0.2239  N1 1.365, N3 1.429, O4 1.234
3 N -3.5927 1.8079 1.0797  C2 1.429, H7 0.994, H8 1.046
4 O -1.7629 3.0650 0.3948  C2 1.234
5 H -2.7902 0.2875 -0.7540  N1 1.016
6 H -1.4320 1.1896 -1.2404  N1 1.036
7 H -4.0094 2.5358 1.6137  N3 0.994
8 H -4.1073 0.9080 0.9393  N3 1.046
9 N 0.3134 -1.1922 -3.8090  C10 1.400, H13 0.986, H14 1.011
10 C -0.6348 -2.2094 -3.6422  N9 1.400, N11 1.405, O12 1.206
11 N -0.1669 -3.4248 -4.1705  C10 1.405, H15 0.998, H16 1.022
12 O -1.6903 -1.9731 -3.1084  C10 1.206
13 H 0.0401 -0.2498 -3.7177  N9 0.986
14 H 1.2948 -1.4203 -3.8969  N9 1.011
15 H 0.7604 -3.4667 -4.5383  N11 0.998
16 H -0.7662 -4.2316 -3.9862  N11 1.022
17 N 1.0575 4.7852 -1.2859  C18 1.403, H21 1.021, H22 1.014
18 C 1.4862 3.4574 -1.4354  N17 1.403, N19 1.387, O20 1.249
19 N 0.5158 2.4775 -1.2853  C18 1.387, H23 1.042, H24 1.045
20 O 2.6814 3.2179 -1.7070  C18 1.249
21 H 0.1039 4.9848 -0.9820  N17 1.021
22 H 1.6565 5.5606 -1.5456  N17 1.014
23 H 0.7780 1.4689 -1.2853  N19 1.042
24 H -0.2741 2.5780 -0.6081  N19 1.045
25 N -0.5024 -0.2057 3.6110  C26 1.397, H29 0.989, H30 1.043
26 C 0.4402 -1.1181 3.1300  N25 1.397, N27 1.397, O28 1.205
27 N 1.6998 -0.5441 2.9412  C26 1.397, H31 1.014, H32 1.000
28 O 0.1603 -2.2683 2.9051  C26 1.205
29 H -1.4656 -0.4302 3.6234  N25 0.989
30 H -0.3050 0.8048 3.4417  N25 1.043
31 H 1.9448 0.4093 3.1856  N27 1.014
32 H 2.4679 -1.1078 2.6369  N27 1.000
33 N 4.8166 -3.0518 -2.5051  C34 1.325, H37 0.978, H38 0.982
34 C 3.6839 -2.3652 -2.4711  N33 1.325, N35 1.356, O36 1.229
35 N 3.3108 -1.5978 -1.4167  C34 1.356, H39 1.036, H40 1.015
36 O 2.8314 -2.5154 -3.3429  C34 1.229
37 H 5.2006 -3.1956 -3.3930  N33 0.978
38 H 5.4279 -3.1131 -1.7385  N33 0.982
39 H 3.9320 -1.0009 -0.8405  N35 1.036
40 H 2.5037 -1.0677 -1.7280  N35 1.015
41 O 0.2057 2.5801 2.1252  C42 1.396, H45 0.959
42 C 0.7615 3.5765 2.9293  O41 1.396, C43 1.563, H46 1.097, H47 1.117
43 C 2.2132 3.8761 2.4336  C42 1.563, O44 1.431, H48 1.120, H49 1.064
44 O 2.9838 2.7425 2.8457  C43 1.431, H50 0.958
45 H -0.4408 2.9189 1.5032  O41 0.959
46 H 0.1009 4.4365 2.7618  C42 1.097
47 H 0.7757 3.1881 3.9766  C42 1.117
48 H 2.6317 4.7573 2.9835  C43 1.120
49 H 2.1914 4.0214 1.3796  C43 1.064
50 H 3.4250 2.4100 2.0627  O44 0.958
51 O -4.7843 -1.1158 1.6239  C52 1.497, H55 0.981
52 C -4.1900 -2.0512 2.6309  O51 1.497, C53 1.506, H56 1.099, H57 1.121
53 C -4.2385 -3.4872 2.1782  C52 1.506, O54 1.472, H58 1.130, H59 1.094
54 O -5.5846 -3.9843 1.8515  C53 1.472, H60 0.930
55 H -4.1747 -1.2810 0.8729  O51 0.981
56 H -3.1130 -1.8519 2.7149  C52 1.099
57 H -4.7911 -1.8105 3.5456  C52 1.121
58 H -3.8829 -4.1792 2.9974  C53 1.130
59 H -3.6294 -3.6881 1.2918  C53 1.094
60 H -5.9528 -3.2926 1.3512  O54 0.930
61 O 0.3405 -0.5133 -0.9470  C62 1.415, H65 0.971
62 C 0.0206 -1.7765 -0.3950  O61 1.415, C63 1.593, H66 1.110, H67 1.089
63 C -1.4105 -1.8296 0.3022  C62 1.593, O64 1.426, H68 1.130, H69 1.124
64 O -2.5750 -1.6999 -0.5109  C63 1.426, H70 0.979
65 H 0.4007 -0.6803 -1.9019  O61 0.971
66 H 0.0729 -2.5918 -1.1459  C62 1.110
67 H 0.7542 -1.9112 0.3979  C62 1.089
68 H -1.3474 -1.0228 1.0906  C63 1.130
69 H -1.3899 -2.8111 0.8502  C63 1.124
70 H -2.2869 -1.9457 -1.4134  O64 0.979
71 O 3.2070 1.1659 0.0833  H72 0.956, H73 0.974
72 H 3.1176 1.6806 -0.7171  O71 0.956
73 H 2.2806 1.0164 0.3428  O71 0.974
74 O 2.2434 1.0862 -3.3998  H75 0.964, H76 0.950
75 H 2.5906 1.8597 -2.9421  O74 0.964
76 H 2.7296 1.1283 -4.2154  O74 0.950

Properties
E_HOMO ... -9.70 eV
Electronic energy ... -1970.19237 Eh
SMILES ... NC(N)=O.NC(N)=O.NC(N)=O.NC(N)=O.NC(N)=O.OCCO.OCCO.OCCO.O.O
Gap between HOMO and LUMO ... 10.094 eV
ΔE to the lowest compared entry with this formula, charge and spin ... 0.000 eV


The following is a quantum chemistry calculation of an isolated molecule of C9H14ClNSi2 at a distorted geometry, from the OMol25 dataset.

Bonds (Å) are listed after each position.
Cartesian coordinates (Å):
1 Si 0.0212 1.3331 2.0451  N2 1.749, H14 1.590, H15 1.493, H16 1.563
2 N -0.9411 0.2060 1.1169  Si1 1.749, C3 1.493, Si6 1.666
3 C -2.1269 -0.4085 1.7834  N2 1.493, C4 1.593, H17 1.081, H18 1.110
4 C -3.1388 -0.6085 0.5696  C3 1.593, C5 1.442, H19 1.072, H20 1.088
5 C -2.4360 -1.0673 -0.6032  C4 1.442, Si6 1.866, H21 1.183, H22 1.087
6 Si -0.8486 -0.0908 -0.5197  N2 1.666, C5 1.866, Cl7 2.649, C8 1.855
7 Cl -1.1633 2.1854 -1.8378  Si6 2.649
8 C 0.9159 -0.3355 -1.0389  Si6 1.855, C9 1.382, C13 1.410
9 C 1.7868 -0.6870 -0.0247  C8 1.382, C10 1.339, H23 1.103
10 C 3.1082 -0.5445 -0.1878  C9 1.339, C11 1.419, H24 1.053
11 C 3.5808 -0.1572 -1.4681  C10 1.419, C12 1.326, H25 1.049
12 C 2.7303 0.1812 -2.4276  C11 1.326, C13 1.319, H26 1.082
13 C 1.4229 0.0702 -2.2901  C8 1.410, C12 1.319, H27 1.040
14 H 0.7315 0.8028 3.3654  Si1 1.590
15 H -1.2309 1.9687 2.5517  Si1 1.493
16 H 0.8230 2.3403 1.1594  Si1 1.563
17 H -2.5266 0.2170 2.5693  C3 1.081
18 H -1.9597 -1.4448 2.1456  C3 1.110
19 H -3.9100 -1.3383 0.7148  C4 1.072
20 H -3.6498 0.3273 0.3506  C4 1.088
21 H -2.0492 -2.1767 -0.4639  C5 1.183
22 H -3.1305 -1.0635 -1.4398  C5 1.087
23 H 1.5420 -0.7729 1.0475  C9 1.103
24 H 3.8391 -0.4887 0.5684  C10 1.053
25 H 4.5788 0.1651 -1.4821  C11 1.049
26 H 3.1596 0.8306 -3.1784  C12 1.082
27 H 0.8713 0.5566 -3.0256  C13 1.040

Properties
E_HOMO ... -9.38 eV
Electronic energy ... -1445.27091 Eh
SMILES ... [SiH3]N1CCC[Si@]1(Cl)c1ccccc1
Gap between HOMO and LUMO ... 9.727 eV
ΔE to the lowest compared entry with this formula, charge and spin ... 0.336 eV


The following is a quantum chemistry calculation of a cluster of 3 separate species, C6H12O in total at a distorted geometry, from the OMol25 dataset.

Bonds (Å) are listed after each position.
Cartesian coordinates (Å):
1 C -1.4481 -2.1513 -1.0530  C2 1.338, H9 1.083, H10 1.082
2 C -0.9968 -1.0896 -0.3747  C1 1.338, O3 1.360, H12 1.091
3 O 0.3075 -0.9646 -0.0086  C2 1.360, C4 1.407
4 C 0.6014 0.0782 0.8888  O3 1.407, C5 1.491, C6 1.505, H13 1.088
5 C 1.9728 0.6546 0.7846  C4 1.491, C6 1.511, H14 1.087, H15 1.086
6 C 0.7769 1.4776 0.3640  C4 1.505, C5 1.511, C7 1.510, H16 1.088
7 C 0.5570 1.7962 -1.0955  C6 1.510, H17 1.097, H18 1.094, H19 1.093
8 H -2.0732 -1.9159 1.2642  no bonds
9 H -0.8359 -3.0325 -1.2012  C1 1.083
10 H -2.4080 -2.1171 -1.5509  C1 1.082
11 H -2.0786 -1.5316 2.0178  no bonds
12 H -1.6152 -0.2041 -0.2192  C2 1.091
13 H 0.1536 -0.0666 1.8700  C4 1.088
14 H 2.5952 0.2595 -0.0146  C5 1.087
15 H 2.5079 0.9027 1.6969  C5 1.086
16 H 0.4774 2.2649 1.0531  C6 1.088
17 H -0.4865 2.0692 -1.2938  C7 1.097
18 H 1.1885 2.6346 -1.4047  C7 1.094
19 H 0.8042 0.9359 -1.7229  C7 1.093

Properties
E_HOMO ... -8.71 eV
Electronic energy ... -310.93431 Eh
Gap between HOMO and LUMO ... 9.859 eV
ΔE to the lowest compared entry with this formula, charge and spin ... 3.400 eV


The following is a quantum chemistry calculation of an isolated molecule of C15H16F5NO3, from the OMol25 dataset.

Bonds (Å) are listed after each position.
Cartesian coordinates (Å):
1 O 2.2863 1.9099 -1.0264  C2 1.209
2 C 2.4767 0.7274 -1.1940  O1 1.209, C3 1.527, N18 1.360
3 C 2.3206 0.0635 -2.5606  C2 1.527, C4 1.538, H25 1.091, H26 1.091
4 C 1.0213 -0.7587 -2.6099  C3 1.538, C5 1.515, H27 1.090, H28 1.090
5 C -0.1180 0.1430 -2.1816  C4 1.515, O6 1.200, O7 1.338
6 O -0.8123 0.7851 -2.9201  C5 1.200
7 O -0.2163 0.1515 -0.8472  C5 1.338, C8 1.425
8 C -1.1014 1.0947 -0.2484  O7 1.425, C9 1.527, H29 1.094, H30 1.092
9 C -2.4350 0.4566 0.1351  C8 1.527, C10 1.530, H31 1.091, H32 1.091
10 C -3.2362 0.0484 -1.1025  C9 1.530, C11 1.520, H33 1.092, H34 1.093
11 C -4.6669 -0.3457 -0.7721  C10 1.520, F12 1.356, F13 1.356, C14 1.554
12 F -5.3377 -0.6813 -1.9021  C11 1.356
13 F -5.3541 0.6883 -0.2263  C11 1.356
14 C -4.7871 -1.5478 0.2048  C11 1.554, F15 1.338, F16 1.328, F17 1.335
15 F -3.9107 -2.5089 -0.1110  C14 1.338
16 F -5.9991 -2.0907 0.1852  C14 1.328
17 F -4.5300 -1.1818 1.4625  C14 1.335
18 N 2.8234 -0.1552 -0.2191  C2 1.360, C19 1.400, H35 1.011
19 C 2.9566 0.0600 1.1578  N18 1.400, C20 1.394, C24 1.391
20 C 3.2820 -1.0361 1.9544  C19 1.394, C21 1.381, H36 1.082
21 C 3.4266 -0.8883 3.3202  C20 1.381, C22 1.385, H37 1.080
22 C 3.2469 0.3524 3.9086  C21 1.385, C23 1.384, H38 1.079
23 C 2.9223 1.4418 3.1185  C22 1.384, C24 1.383, H39 1.080
24 C 2.7769 1.3060 1.7496  C19 1.391, C23 1.383, H40 1.077
25 H 2.2730 0.8559 -3.3085  C3 1.091
26 H 3.1759 -0.5787 -2.7778  C3 1.091
27 H 1.0738 -1.6087 -1.9288  C4 1.090
28 H 0.8414 -1.1073 -3.6265  C4 1.090
29 H -1.2547 1.9247 -0.9448  C8 1.094
30 H -0.5835 1.4511 0.6445  C8 1.092
31 H -3.0032 1.1843 0.7164  C9 1.091
32 H -2.2357 -0.4117 0.7654  C9 1.091
33 H -2.7687 -0.7945 -1.6151  C10 1.092
34 H -3.2899 0.8823 -1.8069  C10 1.093
35 H 2.9612 -1.1162 -0.5002  N18 1.011
36 H 3.4229 -2.0068 1.4983  C20 1.082
37 H 3.6804 -1.7454 3.9262  C21 1.080
38 H 3.3602 0.4678 4.9758  C22 1.079
39 H 2.7819 2.4126 3.5699  C23 1.080
40 H 2.5300 2.1563 1.1370  C24 1.077

Properties
E_HOMO ... -8.75 eV
Electronic energy ... -1361.06715 Eh
SMILES ... O=C(CCC(=O)OCCCC(F)(F)C(F)(F)F)Nc1ccccc1
Gap between HOMO and LUMO ... 9.195 eV
ΔE to the lowest compared entry with this formula, charge and spin ... 0.252 eV